Density functional theory data (the ωB97M-V functional and the def2-TZVPD basis) for C24H30BiNO6 as an isolated structure at a distorted geometry.

- maximum force (eV/Å) = 2.57
- charge = -2
- E_HOMO (alpha / beta) (eV) = 0.83 / 1.55
- energy relative to the best compared isomer or geometry (same formula, charge and spin) (kcal/mol) = 0.0
- energy (a.u.) = -1653.16661
- orbital gap (alpha / beta) (eV) = 3.10 / 2.39

Each line ends with the natural charge from an NBO analysis.
Atoms and positions in Å:
C1 0.344 -0.156 -3.374  -0.2697
C2 0.114 -0.837 -2.014  -0.3925
C3 -0.092 1.309 -3.216  -0.3955
C4 -0.908 1.421 -1.871  -0.1852
H1 -0.734 1.561 -4.065  0.2244
H2 0.785 1.969 -3.242  0.2165
C5 -1.105 -0.139 -1.442  -0.2425
H3 0.994 -0.665 -1.372  0.2399
H4 -0.033 -1.915 -2.172  0.2107
C6 -1.589 -0.697 -0.078  -0.0506
H5 -1.950 -0.404 -2.112  0.1573
H6 -1.919 1.794 -2.124  0.1799
C7 -0.324 2.475 -1.022  -0.3647
C8 1.783 -0.352 -3.816  0.8280
C9 -0.399 -0.828 -4.529  0.8400
O1 -0.897 -0.253 -5.483  -0.6281
O2 2.729 -0.333 -3.037  -0.6078
O3 1.928 -0.557 -5.132  -0.5171
O4 -0.444 -2.163 -4.405  -0.5176
C10 -1.021 -2.792 -5.552  -0.2584
H7 -0.930 -3.861 -5.372  0.1817
H8 -0.468 -2.494 -6.449  0.1873
H9 -2.070 -2.494 -5.656  0.1910
C11 3.282 -0.771 -5.530  -0.2561
H10 3.910 0.063 -5.208  0.1982
H11 3.253 -0.843 -6.614  0.1802
H12 3.670 -1.699 -5.096  0.1875
O5 -0.672 -0.997 0.988  -1.0159
H13 -2.013 -1.695 -0.295  0.1560
H14 -2.406 -0.043 0.296  0.1570
C12 -1.202 3.392 -0.280  -0.6046
C13 1.122 2.454 -0.750  -0.6229
H15 1.656 3.263 -1.288  0.1245
H16 1.581 1.502 -1.065  0.1895
H17 1.342 2.611 0.323  0.1789
H18 -0.744 3.721 0.661  0.1836
H19 -2.168 2.923 -0.045  0.1797
H20 -1.430 4.313 -0.836  0.1192
Bi1 -0.357 0.359 2.580  1.8367
C14 -2.752 -0.228 5.422  -0.2984
C15 -3.183 -0.243 4.074  -0.3602
C16 -2.498 -1.324 3.412  -0.4107
H21 -3.933 0.406 3.617  0.1969
C17 -1.642 -1.956 4.377  -0.3550
C18 -1.812 -1.283 5.613  -0.3322
H22 -1.328 -1.544 6.556  0.1946
H23 -3.099 0.456 6.194  0.1956
H24 -2.696 -1.695 2.409  0.2213
H25 -1.034 -2.844 4.199  0.1947
C19 2.772 0.734 3.593  -0.2570
C20 2.452 -0.031 4.740  -0.2809
C21 1.691 -1.152 4.352  -0.2418
H26 2.780 0.190 5.757  0.2102
C22 1.514 -1.104 2.920  -0.5356
C23 2.185 0.116 2.446  -0.4331
H27 2.374 0.358 1.399  0.2466
H28 3.402 1.622 3.566  0.2054
H29 1.359 -1.979 4.977  0.2159
H30 1.165 -1.915 2.286  0.2658
O6 0.047 1.776 7.121  -0.7005
C24 -0.110 1.749 5.930  0.7308
N1 -0.273 1.749 4.734  -0.8910

***

Density functional theory data (the ωB97M-V functional and the def2-TZVPD basis) for a 9-piece molecular cluster, C24H30F3N10O5S2 overall at a distorted geometry.

- maximum force (eV/Å) = 1.52
- charge = -1
- E_HOMO (eV) = -5.71
- energy (a.u.) = -2952.28681
- orbital gap (eV) = 7.41

Each line ends with the Mulliken charge.
Atoms and positions in Å:
C1 1.481 0.575 -1.430  -1.1964
S1 0.494 1.595 -2.482  1.3373
O1 -0.538 0.764 -3.024  -0.4812
O2 1.308 2.249 -3.461  -0.7116
C2 -0.299 2.715 -1.319  -1.2513
C3 0.105 4.173 -1.213  -0.3529
C4 1.552 4.574 -1.143  0.5156
F1 1.981 4.903 -2.372  -0.2940
F2 2.345 3.593 -0.725  -0.2408
F3 1.763 5.645 -0.405  -0.2869
C5 -0.811 4.512 0.002  0.4984
O3 -0.556 5.185 0.972  -0.6417
N1 -1.993 3.859 -0.278  -0.4537
C6 -1.813 2.886 -1.393  1.6669
N2 -2.328 3.590 -2.584  -0.7285
C7 -2.498 2.993 -3.625  0.6282
S2 -2.536 2.348 -5.033  -0.4475
C8 -2.571 1.583 -0.979  0.0423
O4 -3.803 1.588 -1.170  -0.7804
O5 -1.866 0.701 -0.462  -0.5819
H1 0.829 -0.080 -0.886  0.2791
H2 1.979 1.192 -0.696  0.3720
H3 2.228 0.057 -2.003  0.5788
H4 -0.106 2.307 -0.339  0.7013
H5 -0.300 4.831 -1.969  0.4462
H6 -2.371 3.354 0.517  0.3242
C9 -2.936 -1.648 -3.383  -0.3473
C10 -2.625 -3.065 -3.402  0.3351
N3 -2.370 -4.185 -3.417  -0.4834
H7 -2.065 -1.038 -3.627  -0.0012
H8 -3.715 -1.411 -4.106  0.3443
H9 -3.287 -1.329 -2.401  0.2119
C11 0.778 -3.632 -1.932  -0.9459
C12 1.628 -2.894 -1.015  0.5547
N4 2.290 -2.318 -0.277  -0.4156
H10 -0.147 -3.938 -1.447  0.2832
H11 0.510 -3.022 -2.792  0.2129
H12 1.275 -4.528 -2.299  0.3462
C13 -1.855 0.099 3.011  -0.8017
C14 -2.128 1.488 2.694  0.4579
N5 -2.307 2.580 2.397  -0.5579
H13 -2.608 -0.308 3.675  0.1920
H14 -1.844 -0.501 2.102  0.3289
H15 -0.888 -0.009 3.499  0.2699
C15 4.285 -1.860 2.803  -0.3517
C16 4.099 -0.583 2.142  0.2598
N6 3.906 0.416 1.613  -0.4131
H16 3.491 -2.049 3.517  0.0422
H17 4.280 -2.679 2.084  0.3233
H18 5.226 -1.904 3.344  0.1445
C17 -3.318 5.943 -7.896  -0.7360
C18 -3.044 4.519 -7.991  0.3403
N7 -2.822 3.398 -8.066  -0.3625
H19 -2.425 6.525 -8.117  0.2564
H20 -4.096 6.237 -8.598  0.2676
H21 -3.651 6.205 -6.893  0.2541
C19 0.552 -3.833 5.239  -0.6905
C20 1.991 -3.688 5.101  0.4228
N8 3.123 -3.558 4.973  -0.4617
H22 0.292 -4.176 6.238  0.2946
H23 0.044 -2.885 5.065  0.1577
H24 0.167 -4.555 4.521  0.2758
C21 7.331 -4.669 3.857  -0.7967
C22 7.386 -3.221 3.766  0.4244
N9 7.429 -2.078 3.692  -0.4252
H25 7.551 -5.126 2.895  0.2668
H26 8.054 -5.040 4.582  0.2949
H27 6.340 -4.996 4.169  0.2587
C23 -4.731 -3.162 4.745  -0.8655
C24 -3.314 -2.872 4.608  0.3724
N10 -2.201 -2.628 4.487  -0.3307
H28 -4.918 -3.771 5.627  0.2793
H29 -5.306 -2.242 4.840  0.2947
H30 -5.101 -3.701 3.875  0.2779

***

Density functional theory data (the ωB97M-V functional and the def2-TZVPD basis) for C24H30IMoN4O6PS2 as an isolated structure at a distorted geometry.

- maximum force (eV/Å) = 9.96
- E_HOMO (alpha / beta) (eV) = -6.24 / -6.30
- energy relative to the best compared isomer or geometry (same formula, charge and spin) (kcal/mol) = 212.3
- energy (a.u.) = -3106.03115
- orbital gap (alpha / beta) (eV) = 5.86 / 5.78
- multiplicity = 3

Each line ends with the Mulliken charge.
Atoms and positions in Å:
Mo1 -0.095 -1.186 0.807  0.8133
N1 -2.399 0.410 4.199  -0.5905
C1 -1.961 -0.368 3.102  0.6597
S1 -0.395 -1.092 3.455  -0.5651
N2 -2.717 -0.409 2.058  -1.0617
N3 -2.263 -1.173 0.891  0.4437
C2 -2.910 -2.277 0.832  -0.6499
C3 -2.561 -3.370 -0.094  0.4826
C4 -3.544 -3.944 -0.896  -0.6107
C5 -3.228 -4.985 -1.752  -0.5513
C6 -1.919 -5.462 -1.778  -0.6204
C7 -0.942 -4.910 -0.973  0.0471
C8 -1.218 -3.839 -0.103  0.1050
O1 -0.324 -3.303 0.692  -0.9020
H1 -1.602 0.602 4.786  0.3485
H2 -2.841 1.262 3.871  0.2650
H3 -3.730 -2.449 1.526  0.4939
H4 -4.555 -3.555 -0.854  0.4751
H5 -3.985 -5.422 -2.389  0.4088
H6 -1.652 -6.277 -2.440  0.4970
H7 0.072 -5.297 -1.002  0.4572
I1 0.129 -3.929 -4.767  0.1153
C9 -0.017 -2.167 -3.673  -0.4494
C10 -0.102 -0.960 -4.330  -0.3448
C11 -0.178 0.189 -3.552  -1.3276
C12 -0.168 0.070 -2.181  -0.0967
N4 -0.084 -1.109 -1.529  1.2276
C13 -0.009 -2.203 -2.283  -1.2632
H8 -0.106 -0.912 -5.410  0.4314
H9 -0.250 1.166 -4.009  0.5268
H10 -0.251 0.978 -1.602  0.6039
H11 0.074 -3.144 -1.774  1.0256
C14 4.577 -2.848 1.615  -0.6941
O2 4.217 -1.752 0.777  -0.3450
P1 2.620 -1.333 0.838  0.1042
O3 2.830 0.264 0.151  -0.5022
C15 1.794 1.262 0.323  0.5172
O4 2.107 -2.153 -0.516  0.2796
C16 2.808 -1.980 -1.755  -0.7704
H12 5.640 -3.026 1.471  0.2558
H13 4.032 -3.753 1.342  0.2784
H14 4.402 -2.615 2.667  0.3397
H15 1.557 1.549 1.536  0.0220
H16 0.632 0.789 -0.200  -1.1968
H17 2.081 2.175 -0.186  0.3010
H18 2.380 -2.666 -2.482  0.2904
H19 3.861 -2.229 -1.637  0.4084
H20 2.701 -0.962 -2.133  0.2237
O5 0.987 -0.219 1.859  -0.6144
C17 -0.632 7.628 0.053  -1.4300
C18 -0.412 6.149 0.215  1.0618
C19 0.856 5.591 0.122  -1.2801
C20 1.059 4.227 0.279  -0.6327
C21 -0.019 3.387 0.546  1.0073
C22 -1.292 3.940 0.638  -0.7172
C23 -1.483 5.301 0.479  -0.9308
S2 0.000 1.555 0.801  2.0776
C24 0.612 1.638 2.743  -0.8657
O6 -1.445 1.189 0.832  -0.7257
H21 0.281 8.131 -0.263  0.3475
H22 -0.953 8.072 0.996  0.3147
H23 -1.397 7.823 -0.699  0.3487
H24 1.709 6.226 -0.082  0.3058
H25 2.069 3.862 0.192  0.4129
H26 -2.139 3.296 0.835  0.4162
H27 -2.485 5.704 0.559  0.3960
H28 -0.048 2.278 3.342  0.4261
H29 1.651 2.018 2.815  0.2819
H30 0.576 0.547 3.098  -0.1061